(1)
C5H8N2O | ωB97M-V/def2-TZVPD

Geometry as XYZ:
```
16
Properties=species:S:1:pos:R:3:lowdin_charge:R:1
C 0.9639 -1.4996 0.2677 -0.090
C 1.6174 -0.4593 -0.1960 -0.096
C 1.3968 0.9799 0.2344 -0.173
O 0.3835 1.6829 -0.5228 -0.067
C -0.9274 1.2721 -0.5539 -0.250
N -1.7078 0.3068 -0.4250 0.041
N -1.4031 -0.9768 -0.0250 -0.074
C -0.3700 -1.3056 0.9661 -0.194
H 1.3693 -2.5047 0.1465 0.104
H 2.4095 -0.6284 -0.9422 0.109
H 1.2346 1.1137 1.3318 0.129
H 2.3383 1.5186 0.0263 0.119
H -1.4776 2.1588 -0.8892 0.121
H -2.2346 -1.4802 0.1958 0.096
H -0.6855 -2.2925 1.4003 0.125
H -0.3303 -0.5844 1.7528 0.098
```

HOMO energy: -8.4 eV
LUMO level: 0.0342 hartree
SMILES: C1=C\CO/C=N\NC/1
Relative energy (zero: lowest compared OMol25 entry of this formula, charge and spin): 3.3361 eV


(2)
C5H8N2O | ωB97M-V/def2-TZVPD

Geometry as XYZ:
```
16
Properties=species:S:1:pos:R:3:lowdin_charge:R:1
C -1.2227 -0.0697 -0.1739 -0.361
C 0.1885 0.3315 0.5819 -0.456
N 2.6423 0.2237 0.0960 0.056
C 0.3954 0.8072 -0.7609 0.046
C 1.3594 -0.1876 -0.3970 -0.277
C -1.4811 -1.3123 -0.5979 0.102
O -2.1355 0.9050 0.0787 0.065
N 0.2682 0.3515 1.8797 0.118
H -3.0004 0.6455 -0.2638 0.122
H -0.5751 0.7623 2.2808 0.044
H 2.7623 -0.0830 1.0589 0.072
H 2.7457 1.2316 0.0763 0.080
H -0.1237 1.2795 -1.5815 0.125
H 1.3536 -1.2004 -0.7983 0.122
H -2.4965 -1.6882 -0.6498 0.075
H -0.6803 -1.9964 -0.8291 0.067
```

HOMO energy (spin up / spin down): -7.8 / -7.8 eV
LUMO level (spin up / spin down): -0.0086 / -0.0086 hartree
Relative energy (zero: lowest compared OMol25 entry of this formula, charge and spin): 6.5264 eV


(3)
C5H8N2O | ωB97M-V/def2-TZVPD

Geometry as XYZ:
```
16
Properties=species:S:1:pos:R:3:lowdin_charge:R:1
C 2.5669 -0.8114 0.1977 -0.157
C 0.3512 0.4183 -0.0478 -0.473
C -0.3813 1.4991 0.1862 -0.099
C -1.7456 1.2090 -0.0013 -0.033
C -1.8352 -0.1610 -0.2399 -0.440
H 3.3671 -1.1982 -0.9691 0.156
H 3.3104 -0.4643 1.3055 0.123
H 1.6525 -1.7172 0.5771 0.130
H 2.3256 1.2076 -0.8182 0.239
H 0.1181 2.5134 0.2443 0.128
H -2.4727 2.2407 0.0803 0.173
H -3.0794 -1.6646 -0.7998 0.133
H -2.4541 -1.6844 0.8365 0.110
N 1.6074 0.3107 -0.3914 -0.099
N -2.7857 -1.0655 0.0659 0.063
O -0.5452 -0.6320 -0.2261 0.047
```

HOMO energy: -7.4 eV
LUMO level: 0.0202 hartree
Relative energy (zero: lowest compared OMol25 entry of this formula, charge and spin): 6.7137 eV


(4)
C5H8N2O | ωB97M-V/def2-TZVPD

Geometry as XYZ:
```
16
Properties=species:S:1:pos:R:3:lowdin_charge:R:1
H 3.1974 -1.2159 0.4739 0.050
N 2.5322 -0.4366 0.5288 0.119
C 1.3967 -0.8708 0.9671 -0.164
C 0.2286 0.0566 1.1550 -0.372
O -0.0937 0.3777 2.2905 0.093
C -0.4565 0.5604 -0.0601 -0.247
C -0.6877 2.0385 -0.0826 -0.054
C -0.8201 -0.2628 -1.0548 -0.164
N -0.7553 -1.6331 -1.1390 0.061
H 1.2124 -1.9221 1.2364 0.116
H -1.1435 2.3667 -1.0227 0.078
H 0.2594 2.5762 0.0320 0.087
H -1.3566 2.3357 0.7318 0.084
H -1.2620 0.1674 -1.9548 0.124
H -1.3760 -2.0214 -1.8498 0.096
H -0.8751 -2.1163 -0.2516 0.093
```

HOMO energy: -8.6 eV
LUMO level: 0.0199 hartree
SMILES: [H]/N=C/C(=O)/C(C)=C\N
Relative energy (zero: lowest compared OMol25 entry of this formula, charge and spin): 1.7238 eV


(5)
C5H8N2O | ωB97M-V/def2-TZVPD

Geometry as XYZ:
```
16
Properties=species:S:1:pos:R:3:lowdin_charge:R:1
C -0.1686 -1.1624 -0.6342 -0.316
C -1.1690 -0.3612 -1.1339 0.029
C 1.0113 0.7405 1.1875 -0.038
C 0.8989 0.6321 -0.3067 -0.426
N -0.3459 -1.9436 0.5094 0.060
C -0.6266 1.9231 -0.5153 -0.227
O 1.7331 0.7307 -1.1405 0.105
N -1.2896 2.8719 -0.5545 0.030
H 0.5874 -1.5324 -1.3159 0.134
H 0.4786 -2.3858 0.8840 0.092
H -1.0854 -1.6642 1.1367 0.095
H -2.0792 -0.1752 -0.5837 0.089
H -1.1088 0.0027 -2.1458 0.093
H 1.3557 1.7437 1.4316 0.104
H 0.0530 0.5681 1.6639 0.082
H 1.7553 0.0119 1.5175 0.092
```

HOMO energy: -8.7 eV
LUMO level: -0.0169 hartree
Relative energy (zero: lowest compared OMol25 entry of this formula, charge and spin): 4.2725 eV


(6)
C5H8N2O | ωB97M-V/def2-TZVPD

Geometry as XYZ:
```
16
Properties=species:S:1:pos:R:3:lowdin_charge:R:1
N -0.9230 1.9552 0.3470 0.043
C -0.7351 0.7526 -0.5037 -0.354
C -1.7156 -0.4611 -0.1805 -0.025
C -1.0219 -1.5488 0.0427 -0.104
C 0.4601 -1.3009 0.0241 -0.094
C 0.5198 0.2094 -0.3733 -0.319
N 1.6552 0.7795 -0.3134 0.049
O 2.6259 -0.1477 0.1508 -0.099
H 0.0939 2.3332 0.2645 0.103
H -1.0468 1.8320 1.3020 0.034
H -1.0515 1.1623 -1.5967 0.186
H -2.7968 -0.2990 0.0391 0.120
H -1.4869 -2.3228 0.5521 0.081
H 0.9556 -2.0165 -0.6259 0.111
H 1.0353 -1.2860 1.0233 0.145
H 3.4318 0.3586 -0.1519 0.121
```

HOMO energy: -9.5 eV
LUMO level: 0.0337 hartree
SMILES: N[C@@H]1C=CC/C1=N\O
Relative energy (zero: lowest compared OMol25 entry of this formula, charge and spin): 4.0627 eV


(7)
C5H8N2O | ωB97M-V/def2-TZVPD

Geometry as XYZ:
```
16
Properties=species:S:1:pos:R:3:lowdin_spin:R:1
C -0.6833 2.1411 0.2080 0.656
C -0.9733 -1.0348 0.0183 0.045
C 0.4721 -0.6739 0.0858 0.009
C 1.0745 -0.5617 1.2725 0.021
C 1.3108 -0.7264 -1.1711 0.005
N -1.6550 1.4261 -0.1841 0.788
N -1.8170 0.0855 0.0464 0.229
O -1.3803 -2.1342 -0.0783 0.102
H -0.6143 3.1526 -0.0485 0.060
H 2.1324 -0.4169 1.2275 0.001
H 0.4186 -0.5581 2.0865 0.003
H -0.1036 1.9552 1.0339 0.075
H 1.5982 -1.7759 -1.2363 0.000
H 2.2371 -0.1129 -1.1282 0.001
H 0.7518 -0.5227 -2.1443 0.000
H -2.7687 -0.2429 0.0118 0.004
```

⟨S²⟩: 2.01
HOMO energy (spin up / spin down): -5.8 / -10.0 eV
LUMO level (spin up / spin down): 0.0335 / -0.0736 hartree
Relative energy (zero: lowest compared OMol25 entry of this formula, charge and spin): 1.1600 eV
Multiplicity: 3


(8)
C5H8N2O2 | ωB97M-V/def2-TZVPD

Geometry as XYZ:
```
17
Properties=species:S:1:pos:R:3:lowdin_charge:R:1
C 1.7182 1.0237 -0.1237 -0.061
C -1.3823 0.0947 -0.1748 -0.306
C -0.5112 -0.0850 -1.2050 -0.216
C 0.9534 -0.2779 -0.0173 -0.375
C -0.6571 -0.1410 1.0532 -0.173
O -2.7107 0.3644 -0.2871 0.087
O -0.7738 -1.4298 1.5569 -0.010
N -0.2039 0.1350 -2.3997 0.161
N 1.6051 -1.3673 0.1436 0.143
H -3.1969 -0.1128 0.4018 0.118
H -0.1153 -1.5493 2.2593 0.113
H -0.7842 0.8582 -2.8322 0.080
H 0.9713 -2.1636 0.2409 0.060
H -0.6724 0.6233 1.8393 0.142
H 2.4059 1.1052 0.7199 0.080
H 1.0540 1.8883 -0.1296 0.078
H 2.3000 1.0339 -1.0456 0.080
```

HOMO energy (spin up / spin down): -8.1 / -8.1 eV
LUMO level (spin up / spin down): -0.0404 / -0.0405 hartree
Relative energy (zero: lowest compared OMol25 entry of this formula, charge and spin): 6.2766 eV


(9)
C5H8N2O2 | ωB97M-V/def2-TZVPD

Geometry as XYZ:
```
17
Properties=species:S:1:pos:R:3:lowdin_spin:R:1
C 0.1550 -1.1228 1.2679 0.544
C -1.0187 0.7134 -1.2453 0.014
C 0.8138 -2.2534 0.5940 0.180
C 0.2252 0.2426 -0.5754 0.075
C -1.2986 2.0901 -0.7096 0.013
N -0.1323 -0.0221 0.7530 0.743
N 1.5057 -1.7953 -0.5959 0.149
O -1.7016 0.1110 -2.0052 0.023
O 0.7445 -0.8212 -1.3178 0.089
H -0.0922 -1.4234 2.3307 0.078
H 1.3861 -2.7457 1.3380 0.013
H 0.1113 -3.0528 0.2846 0.037
H 0.8683 1.2413 -0.4844 0.026
H -0.6156 2.8494 -1.0572 0.002
H -1.1558 1.9104 0.2871 0.007
H -2.2437 2.4980 -0.9816 0.000
H 2.5044 -1.3722 -0.3075 0.007
```

⟨S²⟩: 2.01
HOMO energy (spin up / spin down): -5.3 / -9.5 eV
LUMO level (spin up / spin down): 0.0319 / -0.1161 hartree
Relative energy (zero: lowest compared OMol25 entry of this formula, charge and spin): 4.8091 eV
Multiplicity: 3


(10)
C5H8N2O2S | ωB97M-V/def2-TZVPD

Geometry as XYZ:
```
18
Properties=species:S:1:pos:R:3:lowdin_charge:R:1
C -1.6751 1.4013 -0.2451 -0.173
C -0.3403 1.2868 0.5324 -0.382
C -0.4089 -0.1763 0.8714 -0.124
C 1.1445 -0.6546 -0.5155 -0.183
C 2.2938 -1.4338 0.0162 -0.038
N 0.7679 1.6137 -0.4396 0.071
N 1.3927 0.6743 -0.8347 0.025
O -1.8468 -1.1417 -1.2987 -0.294
O -2.9464 -0.6433 0.8648 -0.327
S -1.8782 -0.4207 -0.0827 0.642
H -2.5510 2.0321 0.2821 0.148
H -1.3837 1.8890 -1.2887 0.132
H -0.3522 2.1146 1.2294 0.133
H -0.2236 -0.5299 1.7984 0.063
H 0.5944 -1.2849 -1.1244 0.086
H 1.7928 -2.3222 0.4988 0.127
H 2.8051 -0.7229 0.5347 0.053
H 2.8149 -1.6818 -0.7987 0.041
```

HOMO energy: -9.4 eV
LUMO level: 0.0092 hartree
Relative energy (zero: lowest compared OMol25 entry of this formula, charge and spin): 6.2984 eV


(11)
C5H8N2O2S | ωB97M-V/def2-TZVPD

Geometry as XYZ:
```
18
Properties=species:S:1:pos:R:3:lowdin_charge:R:1
C -0.7556 2.4225 0.1538 -0.076
C -0.5103 0.9826 0.3749 -0.577
N 0.8862 0.4350 -0.6412 0.124
C 0.6203 -0.9729 -0.2904 -0.642
N 1.1726 -2.0224 -1.1468 0.119
C 0.9060 -1.0030 1.2120 -0.375
S 0.1665 0.4593 1.9474 0.984
O -0.8063 -1.1706 -0.3795 0.030
C -1.5045 -0.0730 -0.0527 -0.512
O -2.7024 -0.0747 -0.0269 0.141
H 0.3162 2.8376 0.2205 0.111
H -1.4237 2.7805 0.9488 0.095
H -1.0063 2.5321 -0.9571 0.119
H 0.6899 0.4406 -1.5873 0.059
H 0.8366 -2.9054 -0.7876 0.080
H 0.5409 -1.9488 -1.9887 0.112
H 0.5522 -1.9095 1.7596 0.102
H 2.0217 -0.8100 1.2414 0.106
```

HOMO energy: -9.2 eV
LUMO level: 0.0245 hartree
SMILES: C[C@@]12N[C@@](N)(CS1)OC2=O
Relative energy (zero: lowest compared OMol25 entry of this formula, charge and spin): 2.2147 eV


(12)
C5H8N2O3 | ωB97M-V/def2-TZVPD

Geometry as XYZ:
```
18
Properties=species:S:1:pos:R:3:lowdin_charge:R:1
H 0.5233 0.8213 2.6538 0.068
N -0.2934 0.4052 2.1906 0.163
C -0.1224 0.2895 0.9326 -0.339
C 1.1926 0.9360 0.2015 -0.359
C 2.1904 -0.0337 -0.3655 0.001
O 1.4044 2.1263 0.3722 0.087
N -1.0194 -0.1792 0.0199 -0.047
C -1.9220 -1.2607 0.3779 -0.011
C -0.6912 0.0030 -1.3433 -0.535
O -0.5501 -0.9211 -2.1288 0.128
O -0.7583 1.2938 -1.7443 0.142
H 1.8288 -1.0624 -0.3039 0.090
H 3.1230 0.0403 0.1993 0.098
H 2.3720 0.2202 -1.4126 0.103
H -2.9235 -1.0016 0.0239 0.098
H -1.9406 -1.4274 1.4570 0.088
H -1.6068 -2.1810 -0.1227 0.094
H -0.8068 1.9316 -1.0075 0.133
```

HOMO energy: -9.7 eV
LUMO level: 0.0004 hartree
SMILES: [H]/N=C(\C(C)=O)N(C)C(=O)O
Relative energy (zero: lowest compared OMol25 entry of this formula, charge and spin): 0.9451 eV


| no. | E (hartree) |
| --- | --- |
| 1 | -379.9656 |
| 2 | -379.8483 |
| 3 | -379.8415 |
| 4 | -380.0248 |
| 5 | -379.9312 |
| 6 | -379.9389 |
| 7 | -379.8558 |
| 8 | -455.1278 |
| 9 | -455.0221 |
| 10 | -853.3119 |
| 11 | -853.4620 |
| 12 | -530.5426 |